(1)
DFT (ωB97M-V with the def2-TZVPD basis set) results for a molecular structure, C29H23IrN3O6PS2.

Its charge is 0. The calculation puts the HOMO energy at -7.92 eV. The lowest unoccupied orbital energy is -1.2 eV. The energy relative to the best compared isomer or geometry (same formula, charge and spin) comes out at 1.170 eV. Its spin multiplicity is 1.

Positions of all 65 atoms, in Å:
Ir 1.614 1.288 0.366
O 0.154 4.686 1.736
C 0.180 3.841 0.878
O 1.306 3.242 0.511
C -1.105 3.562 0.103
C -2.084 4.551 0.202
C -3.292 4.436 -0.461
C -3.560 3.310 -1.229
C -2.607 2.315 -1.328
C -1.375 2.437 -0.681
P -0.207 1.078 -0.883
C -1.182 -0.419 -0.572
C -1.468 -1.365 -1.551
C -2.172 -2.515 -1.220
C -2.599 -2.720 0.082
C -2.341 -1.766 1.057
C -1.637 -0.620 0.731
C 0.256 1.051 -2.631
C -0.077 2.088 -3.499
C 0.375 2.066 -4.811
C 1.161 1.015 -5.259
C 1.509 -0.013 -4.392
C 1.069 0.006 -3.080
H -1.867 5.410 0.822
H -4.030 5.222 -0.372
H -4.508 3.206 -1.740
H -2.817 1.425 -1.911
H -1.135 -1.217 -2.569
H -2.378 -3.255 -1.983
H -3.134 -3.625 0.340
H -2.670 -1.923 2.076
H -1.434 0.122 1.494
H -0.685 2.914 -3.155
H 0.115 2.875 -5.480
H 1.513 1.002 -6.282
H 2.135 -0.827 -4.735
H 1.371 -0.776 -2.393
O 0.553 -3.809 1.938
C 1.250 -3.969 0.798
C 1.327 -5.259 0.272
C 2.024 -5.501 -0.893
C 2.664 -4.463 -1.567
C 2.583 -3.184 -1.057
C 1.883 -2.914 0.122
C 1.788 -1.520 0.586
O 2.216 -0.580 -0.178
N 1.236 -1.265 1.731
N 1.168 0.102 1.945
C 0.622 0.464 3.053
S 0.404 2.138 3.432
C 0.028 1.815 5.172
C -0.775 0.533 5.242
S 0.059 -0.706 4.210
H 0.602 -2.862 2.190
H 0.827 -6.056 0.808
H 2.075 -6.511 -1.281
H 3.217 -4.655 -2.476
H 3.070 -2.357 -1.556
H -0.539 2.665 5.549
H 0.960 1.730 5.730
H -1.789 0.684 4.872
H -0.819 0.141 6.257
O 3.770 0.211 2.923
N 3.685 1.373 2.632
O 3.517 1.646 1.361

Atom charges from the natural (NBO) analysis, given in e for atoms 1 to 4: atom 1 (Ir): 1.05, atom 2 (O): -0.58, atom 3 (C): 0.77, atom 4 (O): -0.74


(2)
DFT (ωB97M-V with the def2-TZVPD basis set) results for a molecular structure, C29H23N6O2PdS.

Its charge is +3. The calculation puts the HOMO energy at -16.39 eV. The lowest unoccupied orbital energy is -12.0 eV. Its spin multiplicity is 1.

Positions of all 62 atoms, in Å:
Pd 0.305 0.211 0.201
O 0.239 -4.492 -5.589
C -0.682 -3.872 -5.922
O -1.585 -3.187 -6.168
C -0.189 -2.118 -3.627
C 0.841 -2.644 -2.996
C 0.957 -1.833 -1.821
N 0.108 -0.833 -1.596
C -0.889 -0.481 -2.406
C -1.130 -1.195 -3.625
C -1.696 0.693 -2.006
C -2.757 1.182 -2.742
C -3.426 2.311 -2.276
C -3.007 2.898 -1.099
C -1.932 2.342 -0.411
N -1.291 1.267 -0.852
C 2.029 -2.036 -0.823
C 3.008 -3.003 -0.934
C 3.994 -3.069 0.046
C 3.959 -2.167 1.090
C 2.934 -1.227 1.139
N 1.989 -1.161 0.209
H 1.477 -3.478 -3.265
H -1.905 -0.982 -4.349
H -3.076 0.716 -3.663
H -4.257 2.719 -2.836
H -3.497 3.779 -0.708
H -1.566 2.776 0.509
H 3.029 -3.700 -1.759
H 4.776 -3.813 -0.019
H 4.713 -2.178 1.865
H 2.874 -0.496 1.934
C -1.173 0.559 5.952
C -0.580 1.651 5.133
C -0.481 2.963 5.517
C 0.092 3.890 4.637
N 0.533 3.515 3.424
C 0.452 2.257 3.079
S 1.191 1.810 1.565
N -0.095 1.329 3.906
C 0.233 5.326 4.981
H -1.467 0.933 6.929
H -0.456 -0.251 6.093
H -2.058 0.153 5.458
H -0.839 3.269 6.489
H -0.134 0.366 3.592
H -0.108 5.543 5.989
H -0.334 5.924 4.266
H 1.278 5.621 4.872
N -1.202 -1.101 1.528
C -1.897 -1.906 1.972
C -2.759 -2.889 2.547
C -4.107 -2.923 2.180
C -4.946 -3.840 2.787
C -4.446 -4.708 3.751
C -3.100 -4.686 4.097
C -2.247 -3.775 3.500
H -4.488 -2.237 1.435
H -5.991 -3.877 2.513
H -5.113 -5.403 4.242
H -2.717 -5.378 4.834
H -1.198 -3.749 3.761

Atom charges from the natural (NBO) analysis, given in e for atoms 1 to 4: atom 1 (Pd): 0.86, atom 2 (O): -0.50, atom 3 (C): 1.02, atom 4 (O): -0.50


(3)
DFT (ωB97M-V with the def2-TZVPD basis set) results for a molecular structure, C29H23N6O6S4SeTm.

Its charge is -2. The calculation puts the HOMO energy (spin up / spin down) at -1.16 / -1.16 eV. The lowest unoccupied orbital energy (spin up / spin down) is 4.0 / 4.0 eV. Its spin multiplicity is 3. As for the expectation value of S²: 2.002.

Positions of all 70 atoms, in Å:
Tm 0.117 0.647 -0.296
C -0.894 -0.119 3.412
O -0.416 -0.740 2.238
C -0.280 -2.101 2.279
C -0.507 -2.874 3.406
C -0.318 -4.251 3.385
C 0.125 -4.866 2.228
C 0.339 -4.114 1.093
C 0.138 -2.726 1.078
N 0.252 -1.964 -0.071
N 0.781 -2.665 -1.046
C 0.754 -2.304 -2.322
C -0.028 -1.215 -2.876
O -0.617 -0.362 -2.156
C -0.209 -1.198 -4.307
C 0.389 -2.101 -5.122
C 1.272 -3.095 -4.610
C 1.972 -3.968 -5.456
C 2.850 -4.897 -4.951
C 3.043 -4.986 -3.572
C 2.360 -4.150 -2.723
C 1.466 -3.185 -3.212
H -1.884 -0.501 3.682
H -0.971 0.942 3.178
H -0.198 -0.259 4.250
H -0.838 -2.418 4.327
H -0.513 -4.832 4.276
H 0.295 -5.935 2.207
H 0.674 -4.582 0.180
H -0.838 -0.409 -4.699
H 0.226 -2.072 -6.194
H 1.819 -3.891 -6.525
H 3.401 -5.553 -5.615
H 3.747 -5.711 -3.178
H 2.512 -4.203 -1.656
N 3.217 -0.992 1.280
C 2.974 0.227 1.807
N 1.841 0.845 1.755
C 1.889 2.056 2.396
C 3.061 2.327 3.031
S 4.189 1.044 2.790
C 0.750 2.946 2.296
C 0.718 4.247 2.692
S -0.810 4.961 2.311
C -1.331 3.390 1.661
N -0.406 2.483 1.716
N -2.604 3.167 1.334
H 2.660 -1.120 0.422
H 4.198 -1.171 1.117
H 3.342 3.197 3.587
H 1.488 4.836 3.146
H -3.116 3.925 0.913
H -2.754 2.222 0.890
S -1.381 2.722 -1.564
C -2.798 1.849 -2.060
C -3.442 2.236 -3.236
C -4.583 1.600 -3.678
C -5.114 0.552 -2.942
C -4.500 0.163 -1.764
C -3.350 0.793 -1.301
S -2.674 0.302 0.248
H -3.019 3.060 -3.791
H -5.063 1.933 -4.591
H -6.017 0.052 -3.276
H -4.918 -0.635 -1.166
O 3.039 1.792 -2.663
Se 2.673 1.405 -1.165
O 3.981 1.500 -0.231
O 2.066 -0.126 -1.072
O 1.464 2.328 -0.568

Atom charges from the natural (NBO) analysis, given in e for atoms 1 to 4: atom 1 (Tm): 1.55, atom 2 (C): -0.26, atom 3 (O): -0.49, atom 4 (C): 0.38


(4)
DFT (ωB97M-V with the def2-TZVPD basis set) results for a molecular structure, C29H24F3N2O6PS3V.

Its charge is +2. The calculation puts the HOMO energy (spin up / spin down) at -13.10 / -13.11 eV. The lowest unoccupied orbital energy (spin up / spin down) is -8.0 / -7.3 eV. The energy relative to the best compared isomer or geometry (same formula, charge and spin) comes out at 0.675 eV. Its spin multiplicity is 2. As for the expectation value of S²: 0.765.

Positions of all 69 atoms, in Å:
V -0.149 0.000 0.125
O -3.921 2.941 -2.352
C -4.122 3.072 -1.029
C -5.059 4.018 -0.632
C -5.330 4.206 0.703
C -4.692 3.445 1.691
C -3.774 2.508 1.314
C -3.457 2.310 -0.048
C -2.425 1.366 -0.384
O -1.790 0.673 0.594
N -2.003 1.193 -1.603
N -0.875 0.356 -1.613
C -0.323 0.170 -2.802
S 0.975 -0.929 -3.028
C 1.382 -0.324 -4.688
C 0.084 0.081 -5.358
S -0.934 0.993 -4.164
H -3.218 2.286 -2.510
H -5.557 4.593 -1.401
H -6.051 4.960 0.993
H -4.924 3.598 2.735
H -3.268 1.908 2.059
H 1.873 -1.139 -5.215
H 2.074 0.508 -4.583
H -0.487 -0.777 -5.708
H 0.271 0.752 -6.196
O -0.369 -1.683 0.199
P -0.331 -3.243 0.614
C 1.265 -3.684 1.187
C 2.275 -3.973 0.260
C 3.516 -4.378 0.712
C 3.748 -4.501 2.079
C 2.750 -4.209 3.001
C 1.502 -3.800 2.561
C -1.554 -3.440 1.876
C -1.795 -4.738 2.337
C -2.763 -4.946 3.303
C -3.489 -3.869 3.801
C -3.253 -2.583 3.339
C -2.285 -2.361 2.372
C -0.756 -4.128 -0.854
C -0.418 -5.478 -0.966
C -0.856 -6.199 -2.065
C -1.618 -5.575 -3.046
C -1.951 -4.230 -2.935
C -1.529 -3.501 -1.836
H 2.087 -3.886 -0.803
H 4.302 -4.609 0.005
H 4.717 -4.836 2.428
H 2.942 -4.310 4.061
H 0.719 -3.580 3.276
H -1.232 -5.580 1.950
H -2.954 -5.947 3.667
H -4.248 -4.037 4.554
H -3.826 -1.752 3.729
H -2.122 -1.356 2.009
H 0.189 -5.962 -0.210
H -0.604 -7.247 -2.158
H -1.959 -6.144 -3.901
H -2.553 -3.755 -3.700
H -1.814 -2.461 -1.736
F 2.785 0.364 3.095
C 1.706 0.697 2.456
F 0.843 -0.389 2.391
F 1.070 1.681 3.030
S 2.037 1.089 0.668
O 3.145 1.939 0.539
O 0.661 1.655 0.317
O 1.986 -0.234 0.010

Atom charges from the natural (NBO) analysis, given in e for atoms 1 to 4: atom 1 (V): 1.45, atom 2 (O): -0.64, atom 3 (C): 0.38, atom 4 (C): -0.27


(5)
DFT (ωB97M-V with the def2-TZVPD basis set) results for a molecular structure, C29H24F4N7O2STi.

Its charge is -1. The calculation puts the HOMO energy (spin up / spin down) at -2.37 / -5.49 eV. The lowest unoccupied orbital energy (spin up / spin down) is 2.3 / 2.2 eV. The energy relative to the best compared isomer or geometry (same formula, charge and spin) comes out at 0.165 eV. Its spin multiplicity is 3. As for the expectation value of S²: 2.031.

Positions of all 68 atoms, in Å:
Ti -0.038 -0.498 -0.079
C -0.141 -3.008 1.740
N -0.993 -1.859 1.396
C -2.317 -2.366 1.007
C -1.129 -0.958 2.561
C -1.834 0.334 2.165
N -1.304 0.772 0.877
C -1.686 1.961 0.350
C -1.043 2.373 -0.830
F -0.085 1.532 -1.312
C -1.311 3.542 -1.490
F -0.628 3.835 -2.607
C -2.268 4.424 -1.014
C -2.917 4.053 0.145
F -3.859 4.867 0.659
C -2.652 2.872 0.812
F -3.363 2.617 1.935
H -0.594 -3.590 2.553
H 0.839 -2.663 2.056
H -0.040 -3.642 0.860
H -2.778 -2.891 1.855
H -2.213 -3.044 0.165
H -2.958 -1.543 0.696
H -0.132 -0.753 2.933
H -1.685 -1.465 3.363
H -1.647 1.079 2.945
H -2.919 0.189 2.127
H -2.495 5.347 -1.523
N 3.546 5.391 3.786
C 3.335 4.044 3.475
C 4.402 3.232 3.092
C 4.200 1.893 2.810
C 2.933 1.347 2.928
C 1.865 2.143 3.315
C 2.062 3.486 3.585
S 2.640 -0.355 2.547
O 1.793 -0.854 3.610
O 3.918 -0.989 2.365
N 1.755 -0.370 1.207
C 2.420 -0.081 0.016
N 3.473 0.680 -0.058
C 3.952 0.935 -1.320
C 3.321 0.451 -2.451
C 2.189 -0.325 -2.297
N 1.726 -0.631 -1.036
H 4.350 5.806 3.343
H 2.729 5.975 3.713
H 5.392 3.664 3.000
H 5.008 1.259 2.475
H 0.876 1.709 3.396
H 1.226 4.110 3.880
H 4.837 1.555 -1.380
H 3.698 0.678 -3.439
H 1.624 -0.730 -3.125
N -3.964 -6.463 -7.158
C -3.541 -5.742 -6.368
C -3.015 -4.841 -5.379
C -3.852 -3.912 -4.763
C -3.348 -3.049 -3.811
C -1.994 -3.088 -3.448
C -1.163 -4.026 -4.079
C -1.666 -4.891 -5.030
C -1.476 -2.207 -2.458
C -1.038 -1.449 -1.602
H -4.898 -3.875 -5.038
H -3.994 -2.326 -3.332
H -0.117 -4.060 -3.807
H -1.018 -5.613 -5.511

Atom charges from the natural (NBO) analysis, given in e for atoms 1 to 4: atom 1 (Ti): 1.45, atom 2 (C): -0.42, atom 3 (N): -0.46, atom 4 (C): -0.41


(6)
DFT (ωB97M-V with the def2-TZVPD basis set) results for a molecular structure, C29H25Br2Cl5NO4PY.

Its charge is +1. The calculation puts the HOMO energy at -11.54 eV. The lowest unoccupied orbital energy is -3.1 eV. The energy relative to the best compared isomer or geometry (same formula, charge and spin) comes out at 0.547 eV. Its spin multiplicity is 1.

Positions of all 68 atoms, in Å:
Y -0.051 -0.384 -0.034
C 2.293 -2.986 2.740
C 0.800 -3.035 2.542
C -0.064 -2.589 3.536
C -1.444 -2.663 3.377
C -1.989 -3.199 2.220
C -1.143 -3.642 1.211
C 0.239 -3.536 1.362
H 2.548 -3.092 3.795
H 2.700 -2.031 2.396
H 2.791 -3.788 2.192
H 0.347 -2.189 4.457
H -2.095 -2.317 4.174
H -3.065 -3.282 2.104
H -1.555 -4.095 0.318
H 0.886 -3.963 0.599
Br 2.685 -1.931 -0.677
C 3.023 -0.548 -1.980
Br 1.402 -0.237 -2.978
H 3.792 -0.881 -2.657
H 3.273 0.359 -1.450
C -0.214 2.937 -2.601
P -1.166 1.916 -1.425
C -1.730 3.190 -0.250
C -2.667 1.513 -2.370
C -3.935 1.678 -1.815
C -5.066 1.278 -2.516
C -4.939 0.714 -3.778
C -3.680 0.548 -4.339
C -2.551 0.941 -3.635
H -0.793 3.828 -2.844
H -0.004 2.395 -3.519
H 0.733 3.230 -2.143
H -2.270 3.971 -0.781
H -0.847 3.620 0.224
H -2.361 2.770 0.527
H -4.050 2.111 -0.827
H -6.048 1.408 -2.075
H -5.822 0.401 -4.324
H -3.576 0.113 -5.324
H -1.572 0.791 -4.082
O 1.529 1.427 0.287
C 1.623 1.002 1.473
O 1.111 -0.140 1.765
C 2.275 1.811 2.522
C 2.529 1.266 3.777
C 3.132 2.039 4.757
C 3.466 3.361 4.488
C 3.196 3.874 3.234
C 2.612 3.125 2.240
N 3.543 5.288 2.934
O 3.283 5.696 1.819
O 4.055 5.940 3.817
H 2.246 0.238 3.974
H 3.343 1.619 5.731
H 3.922 3.997 5.232
H 2.425 3.556 1.268
Cl -1.754 0.846 2.364
C -2.839 -0.050 1.317
C -2.219 -0.697 0.278
C -3.013 -1.390 -0.598
Cl -2.142 -2.143 -1.924
C -4.384 -1.496 -0.454
Cl -5.321 -2.394 -1.575
C -4.984 -0.830 0.621
Cl -6.683 -0.908 0.823
C -4.209 -0.086 1.522
Cl -4.928 0.759 2.831

Atom charges from the natural (NBO) analysis, given in e for atoms 1 to 4: atom 1 (Y): 1.69, atom 2 (C): -0.64, atom 3 (C): -0.02, atom 4 (C): -0.20


no.,F_max (eV Å⁻¹)
1,2.17
2,1.57
3,3.88
4,2.61
5,1.23
6,2.03